[1]
A cluster of 9 separate species, C29H73N2O28P7 in total. Source: the Open Molecules 2025 dataset; level of theory: ωB97M-V/def2-TZVPD.

Geometry as ORCA input:
```
! wB97M-V def2-TZVPD RIJCOSX def2/J DEFGRID3
* xyz 0 1
C -26.05792 0.56181 0.45475
O -26.45306 1.67984 -0.45132
P -27.95496 1.96935 -0.57425
O -28.85719 0.80086 -0.88168
O -28.33283 2.73915 0.77360
C -29.64720 3.34012 0.91700
O -28.10916 3.06384 -1.74687
C -27.94119 2.71168 -3.15218
H -25.11811 0.14241 0.08733
H -26.80219 -0.21052 0.48067
H -26.00191 1.07695 1.41327
H -29.67477 4.17147 0.11075
H -29.62879 3.74085 1.91205
H -30.36629 2.52217 0.68633
H -28.42337 1.75712 -3.33072
H -26.92948 2.63069 -3.51773
H -28.43460 3.52715 -3.67291
C -24.35222 0.05193 -3.24774
O -23.16064 0.71290 -3.74832
P -22.19879 1.48175 -2.76581
O -21.19986 2.32493 -3.43721
O -21.61128 0.32249 -1.78960
C -20.81336 0.88876 -0.68669
O -23.28566 2.24192 -1.81154
C -23.88184 3.41162 -2.30092
H -25.25787 0.63783 -3.00923
H -24.05411 -0.47728 -2.32263
H -24.51932 -0.70330 -4.01410
H -20.48832 1.91876 -0.81827
H -19.90860 0.24687 -0.61186
H -21.43435 0.78306 0.17562
H -24.67773 3.64429 -1.61499
H -24.32128 3.31679 -3.40346
H -23.10523 4.13148 -2.22515
C -30.56592 -0.83134 -3.25230
O -29.99845 -0.39592 -4.60615
P -30.67648 -1.16125 -5.81578
O -29.77542 -0.93266 -6.93663
O -32.14417 -0.67273 -6.02048
C -32.38574 0.62618 -6.56937
O -30.95759 -2.64848 -5.36531
C -30.59695 -3.76530 -6.17826
H -30.24348 -1.82357 -3.01211
H -31.66134 -0.62342 -3.07574
H -30.04714 -0.14596 -2.56378
H -33.47395 0.67631 -6.63582
H -31.93783 0.68458 -7.58542
H -31.99755 1.50892 -5.97144
H -31.02745 -4.66294 -5.71646
H -29.50981 -3.83428 -6.22158
H -30.84643 -3.60387 -7.21832
C -21.23728 -2.68680 -9.12756
O -22.51528 -3.26142 -9.48224
P -23.86731 -2.53995 -9.05546
O -23.94705 -2.21064 -7.62613
O -23.84504 -1.21801 -10.04710
C -24.84612 -0.16368 -9.67341
O -24.94371 -3.53361 -9.62333
C -25.09556 -3.77702 -11.08610
H -21.07172 -2.59084 -8.03897
H -21.05203 -1.78837 -9.71891
H -20.57370 -3.42289 -9.54983
H -25.76455 -0.62862 -9.33949
H -25.06364 0.30817 -10.65561
H -24.40140 0.48273 -8.94031
H -25.84461 -4.58289 -11.27908
H -24.15235 -4.07268 -11.50084
H -25.37414 -2.83894 -11.60090
C -28.72238 -8.78691 -4.31696
O -29.85858 -8.53890 -5.12983
P -31.00225 -7.67509 -4.44445
O -31.89982 -8.33003 -3.42467
O -30.13476 -6.40380 -3.99977
C -30.72026 -5.45783 -3.13097
O -31.85321 -7.19934 -5.66693
C -33.00248 -7.92130 -6.07094
H -27.75675 -8.55463 -4.90100
H -28.79023 -9.82719 -4.12316
H -28.76185 -8.13852 -3.43928
H -30.03271 -4.57644 -3.14581
H -31.09130 -5.85448 -2.15635
H -31.60057 -5.16096 -3.60916
H -33.17007 -7.73125 -7.14763
H -33.88290 -7.59654 -5.62168
H -32.96744 -8.95084 -5.79788
C -23.94730 -4.57679 -2.44892
O -23.93922 -4.78450 -0.93174
P -24.86346 -3.83307 -0.09485
O -25.14555 -2.46811 -0.54097
O -26.25230 -4.66986 -0.01359
C -26.44074 -6.14502 -0.13609
O -24.21305 -4.03925 1.34044
C -24.20327 -3.00059 2.31442
H -23.04196 -4.07404 -2.77302
H -24.79715 -3.94759 -2.65815
H -23.87515 -5.50293 -2.99115
H -25.48018 -6.69997 -0.09319
H -27.00237 -6.29117 -1.09002
H -27.03867 -6.49092 0.74039
H -23.57714 -2.16861 1.95266
H -23.72891 -3.46701 3.16793
H -25.22182 -2.51029 2.42922
C -23.61822 2.57057 -6.44302
O -24.81652 3.40930 -6.34444
P -26.14359 3.49406 -7.20417
O -27.14923 4.19254 -6.40809
O -25.77815 4.15437 -8.63198
C -25.54250 5.60544 -8.76358
O -26.50183 2.02865 -7.55275
C -27.82749 1.42107 -7.25158
H -23.24861 2.59553 -7.42131
H -23.86807 1.48663 -6.23894
H -22.98508 2.97288 -5.65849
H -24.57229 5.53406 -9.18407
H -25.50198 6.04850 -7.76421
H -26.31922 5.97590 -9.44666
H -27.81951 0.49650 -7.79169
H -28.56517 2.14318 -7.61630
H -27.96615 1.18712 -6.19494
C -21.15372 -3.70874 -4.14999
C -21.36646 -5.10798 -4.37312
C -22.43943 -5.15637 -5.23701
N -22.90329 -3.91147 -5.53888
C -22.13649 -3.03341 -4.86027
H -20.39396 -3.23228 -3.57625
H -20.79394 -5.93967 -3.85841
H -22.84156 -6.02823 -5.68228
H -23.60481 -3.49230 -6.14326
H -22.29374 -1.97746 -4.94556
C -26.63609 -4.08504 -4.56150
C -26.46643 -3.66611 -5.99826
C -26.80159 -2.34121 -6.02588
N -27.10429 -1.90540 -4.73076
C -27.11135 -3.00770 -3.88886
H -26.45003 -5.09950 -4.15437
H -26.01079 -4.23833 -6.82538
H -26.77838 -1.73738 -6.89210
H -27.92692 -1.29766 -4.60138
H -27.43458 -2.95445 -2.87835
*
```

Results
- Relative energy (zero: lowest compared OMol25 entry of this formula, charge and spin): 0.0 kcal/mol
- LUMO: 0.021 Eh
- SMILES: COP(=O)(OC)OC.COP(=O)(OC)OC.COP(=O)(OC)OC.COP(=O)(OC)OC.COP(=O)(OC)OC.COP(=O)(OC)OC.COP(=O)(OC)OC.c1cc[nH]c1.c1cc[nH]c1

Atomic partial charges in e from the Mulliken method, atoms 1 to 8:
1. C -0.74
2. O 0.06
3. P 0.87
4. O -0.65
5. O -0.40
6. C -0.69
7. O -0.44
8. C 0.03

=====

[2]
An isolated molecule of C3H7NO3. Source: the Open Molecules 2025 dataset; level of theory: ωB97M-V/def2-TZVPD.

Geometry as ORCA input:
```
! wB97M-V def2-TZVPD RIJCOSX def2/J DEFGRID3
* xyz 0 1
C -1.47640 0.75720 -0.54311
C -0.12172 0.35856 -1.02384
O 0.17066 0.08954 -2.15580
C 0.94867 0.33487 0.09425
O 0.95006 1.55982 0.73722
O 0.65894 -0.65736 1.06616
N 0.17780 -1.85983 0.45317
H -2.18888 0.75473 -1.36216
H -1.40078 1.74942 -0.10142
H -1.79258 0.06971 0.23814
H 1.93134 0.11334 -0.36995
H 1.47920 1.48465 1.54024
H 0.99638 -2.42850 0.22808
H -0.33266 -2.32616 1.19901
*
```

Results
- Relative energy (zero: lowest compared OMol25 entry of this formula, charge and spin): 77.3 kcal/mol
- LUMO: 0.027 Eh
- SMILES: CC(=O)[C@@H](O)ON

Atomic partial charges in e from the natural (NBO) method, atoms 1 to 8:
1. C -0.73
2. C 0.58
3. O -0.52
4. C 0.28
5. O -0.70
6. O -0.43
7. N -0.53
8. H 0.23

=====

[3]
A cluster of 2 separate species, CH2INO3 in total. Source: the Open Molecules 2025 dataset; level of theory: ωB97M-V/def2-TZVPD.

Geometry as ORCA input:
```
! wB97M-V def2-TZVPD RIJCOSX def2/J DEFGRID3
* xyz 0 1
C -0.85076 0.87533 0.43051
N 1.20965 -1.04642 -0.36153
O 1.85326 -0.32079 0.29889
O 1.50290 -2.04597 -0.89015
O -0.03106 -0.70675 -0.78619
I -2.63686 1.11407 -0.53302
H -0.85732 0.38594 1.34687
H -0.18982 1.74458 0.49461
*
```

Results
- Relative energy (zero: lowest compared OMol25 entry of this formula, charge and spin): 48.7 kcal/mol
- LUMO: -0.063 Eh

Need the natural (NBO) charges? In units of e they are:
1. C -0.25
2. N 0.73
3. O -0.41
4. O -0.36
5. O -0.43
6. I 0.30
7. H 0.19
8. H 0.22

=====

Number 1: maximum force 3.983 eV/Å. Number 2: maximum force 0.938 eV/Å. Number 3: maximum force 4.666 eV/Å.